The following is a quantum chemistry calculation of 7 unconnected molecules or ions with the total composition C98H56O14 at a distorted geometry, from OMol25.

Output
Kohn-Sham gap = 7.92 eV
Calculated total energy = -131201.069 eV
Total charge = 0
Energy above the lowest of the compared OMol25 structures with the same formula, charge and spin = 0.0 kJ/mol
E_LUMO = -1.42 eV
E_HOMO = -9.35 eV
SMILES = O=C1c2ccccc2C(=O)c2ccccc21.O=C1c2ccccc2C(=O)c2ccccc21.O=C1c2ccccc2C(=O)c2ccccc21.O=C1c2ccccc2C(=O)c2ccccc21.O=C1c2ccccc2C(=O)c2ccccc21.O=C1c2ccccc2C(=O)c2ccccc21.O=C1c2ccccc2C(=O)c2ccccc21

CARTESIAN COORDINATES (ANGSTROEM)
C -2.6012 -0.9190 2.5847
C -3.5404 -1.5365 1.6657
C -4.1404 -0.8029 0.6615
C -3.9867 0.6021 0.6512
C -3.0920 1.2606 1.5340
C -2.4047 0.4865 2.4698
C -3.0526 2.7333 1.5688
O -2.3209 3.3665 2.3043
C -4.0346 3.4391 0.7162
C -4.0820 4.8178 0.8737
C -4.9843 5.5780 0.1221
C -5.8718 4.9209 -0.7774
C -5.8688 3.5375 -0.8609
C -4.8828 2.8208 -0.1863
C -4.7074 1.3494 -0.3939
O -5.1424 0.8053 -1.4062
H -2.1437 -1.4100 3.4423
H -3.6920 -2.6092 1.6184
H -4.6533 -1.2330 -0.1947
H -1.7382 1.0195 3.1420
H -3.4948 5.2178 1.6454
H -4.9710 6.6975 0.1885
H -6.6115 5.5033 -1.3000
H -6.4878 2.9004 -1.5531
C -1.7557 -8.5791 -5.5259
C -0.6628 -8.1829 -6.2811
C -0.3371 -6.8384 -6.2764
C -0.9280 -5.9437 -5.4017
C -1.9883 -6.3158 -4.6374
C -2.3582 -7.6474 -4.7111
C -2.7175 -5.3697 -3.7153
O -3.6045 -5.7702 -2.9865
C -2.2315 -3.9490 -3.7230
C -2.9308 -3.0553 -2.9077
C -2.5809 -1.7136 -2.8523
C -1.4728 -1.3654 -3.6333
C -0.8831 -2.2713 -4.4922
C -1.1779 -3.5910 -4.5224
C -0.4346 -4.5115 -5.4097
O 0.5649 -4.2440 -6.0818
H -2.1795 -9.5889 -5.5294
H -0.2535 -8.8667 -7.0256
H 0.4870 -6.4046 -6.8624
H -3.1867 -8.0324 -4.1294
H -3.8073 -3.2962 -2.3102
H -3.1005 -0.9915 -2.2364
H -1.1454 -0.3448 -3.7403
H -0.0436 -1.8562 -5.0740
C 6.4322 -4.3712 3.2013
C 7.5092 -4.4117 2.2288
C 7.1631 -4.3987 0.8621
C 5.8346 -4.1814 0.4336
C 4.8056 -4.2442 1.3656
C 5.0650 -4.2475 2.7356
C 3.3715 -4.1491 0.9464
O 2.4699 -4.2510 1.7530
C 3.1229 -3.8767 -0.4795
C 1.7829 -3.6335 -0.9536
C 1.4912 -3.3686 -2.3003
C 2.5565 -3.3588 -3.2400
C 3.8573 -3.4770 -2.7558
C 4.1568 -3.7617 -1.4144
C 5.5762 -3.9485 -1.0088
O 6.4907 -3.9966 -1.8319
H 6.7291 -4.4334 4.2052
H 8.5188 -4.5481 2.6028
H 7.8907 -4.5578 0.0547
H 4.2150 -4.4027 3.3713
H 1.0010 -3.8359 -0.2002
H 0.4371 -3.2865 -2.4819
H 2.3643 -3.2193 -4.2948
H 4.7073 -3.3622 -3.3719
C 1.0969 3.2900 4.9963
C 1.7457 2.0578 5.2750
C 1.0284 0.8829 5.6412
C -0.3607 1.0025 5.6167
C -1.0334 2.1719 5.3629
C -0.2835 3.3606 5.1147
C -2.5162 2.1915 5.4545
O -3.1436 3.2228 5.1807
C -3.2411 0.9666 5.8710
C -4.6411 1.0421 5.9962
C -5.3351 -0.0621 6.4451
C -4.6339 -1.2353 6.7643
C -3.2553 -1.2541 6.6620
C -2.5510 -0.1384 6.2684
C -1.0650 -0.1819 6.1366
O -0.4268 -1.1160 6.5724
H 1.5614 4.2317 4.8694
H 2.8698 1.9295 5.2856
H 1.5973 -0.0361 5.6682
H -0.8008 4.3118 4.8640
H -5.0466 1.9838 5.7307
H -6.3745 -0.0283 6.7078
H -5.1825 -2.1524 7.0027
H -2.6317 -2.1190 6.8476
C -6.4492 3.8849 -4.9232
C -6.2992 2.5073 -4.7706
C -5.0588 1.9949 -4.7191
C -3.9468 2.8102 -5.0996
C -4.0640 4.1634 -5.2500
C -5.3666 4.7106 -5.0500
C -2.8543 5.0446 -5.4220
O -2.9454 6.1243 -5.8753
C -1.5861 4.4817 -4.9695
C -0.5003 5.3300 -4.6179
C 0.6459 4.7872 -4.0403
C 0.7540 3.3751 -3.9282
C -0.2816 2.5987 -4.3841
C -1.5152 3.1276 -4.8219
C -2.5917 2.2150 -5.1638
O -2.3361 1.1253 -5.5642
H -7.4330 4.2522 -4.9608
H -7.1181 1.8001 -4.6491
H -4.9118 0.9512 -4.5256
H -5.4794 5.8045 -5.1340
H -0.7073 6.4172 -4.7322
H 1.5063 5.3780 -3.7165
H 1.6172 2.8126 -3.5239
H -0.1767 1.4923 -4.3639
C 7.6268 -1.1316 5.8972
C 6.2994 -0.9036 6.2554
C 5.3631 -0.6759 5.2760
C 5.7368 -0.7975 3.9426
C 7.0212 -1.0080 3.5867
C 8.0111 -1.2326 4.5603
C 7.4811 -0.8432 2.1776
O 8.6633 -0.7071 1.9964
C 6.4438 -0.7541 1.1420
C 6.8764 -0.8123 -0.2355
C 5.9593 -0.5677 -1.2438
C 4.6171 -0.4691 -0.8979
C 4.1716 -0.5150 0.4061
C 5.0942 -0.6037 1.4495
C 4.7125 -0.5278 2.8879
O 3.6443 -0.1253 3.2350
H 8.3453 -1.2792 6.7183
H 5.9475 -0.8318 7.2617
H 4.3005 -0.5247 5.5673
H 9.0262 -1.3806 4.2604
H 7.8872 -0.9377 -0.4995
H 6.2492 -0.5030 -2.2842
H 3.8453 -0.3323 -1.6124
H 3.1366 -0.4504 0.5563
C -0.0478 -0.7860 0.2791
C 0.7018 -0.4468 1.4133
C 0.9064 0.9014 1.7354
C 0.2942 1.9555 1.0373
C -0.3890 1.5868 -0.1163
C -0.4900 0.2779 -0.5177
C -1.0928 2.6522 -0.9703
O -1.7707 2.3882 -1.9600
C -0.8945 4.0713 -0.5192
C -1.6058 5.0641 -1.2065
C -1.4036 6.3969 -0.8618
C -0.4869 6.7124 0.1648
C 0.1620 5.7375 0.8840
C -0.0022 4.4054 0.5038
C 0.6813 3.3840 1.3366
O 1.4716 3.6751 2.1646
H -0.3598 -1.7503 -0.0235
H 1.0201 -1.2625 2.0483
H 1.5339 1.1790 2.5849
H -0.9532 0.1878 -1.5099
H -2.4220 4.7674 -1.8530
H -2.0624 7.0549 -1.3701
H -0.4387 7.7387 0.5314
H 0.5938 6.0189 1.8157

Results of the Mulliken charge analysis, in e, for atoms 1 through 4:
1. C -1.105
2. C -1.361
3. C -0.555
4. C 0.806



The following is a quantum chemistry calculation of a molecular structure, C9H10BN6NiS4 at a distorted geometry, from OMol25.

Output
Kohn-Sham gap (alpha / beta) = 6.03 / 6.04 eV
Calculated total energy = -103501.628 eV
Total charge = -1
E_LUMO (alpha / beta) = 2.88 / 2.88 eV
E_HOMO (alpha / beta) = -3.15 / -3.16 eV

CARTESIAN COORDINATES (ANGSTROEM)
Ni -0.8716 -0.8715 -1.0750
C 3.3616 -1.1030 -1.2574
C 2.0981 -1.4748 -1.7347
N 1.1472 -0.8018 -1.1064
N 1.7634 0.0029 -0.2099
C 3.0920 -0.1562 -0.2897
B 0.9163 0.9162 0.7120
N 0.0461 0.0461 1.6372
C -0.0360 -0.0360 2.9799
C -0.9859 -0.9859 3.2899
C -1.4423 -1.4422 2.0368
N -0.8129 -0.8130 1.0594
N 0.0029 1.7632 -0.2098
C -0.1563 3.0918 -0.2896
C -1.1031 3.3614 -1.2574
C -1.4749 2.0979 -1.7346
N -0.8019 1.1469 -1.1063
H 4.3231 -1.4721 -1.5696
H 1.8219 -2.1941 -2.4894
H 3.7440 0.4111 0.3537
H 1.6315 1.6315 1.3805
H 0.5866 0.5866 3.6024
H -1.3027 -1.3026 4.2697
H -2.1836 -2.1835 1.7783
H 0.4110 3.7439 0.3537
H -1.4722 4.3229 -1.5696
H -2.1942 1.8216 -2.4893
S -3.0138 -0.8120 -1.7466
S -3.8758 -2.4063 -0.7864
S -2.4066 -3.8754 -0.7858
S -0.8121 -3.0136 -1.7459

Results of the Mulliken charge analysis, in e, for atoms 1 through 4:
1. Ni -0.488
2. C -1.040
3. C 0.062
4. N -0.402



The following is a quantum chemistry calculation of a molecular structure, C9H10Br15F3O2 at a distorted geometry, from OMol25.

Output
Kohn-Sham gap = 9.73 eV
Calculated total energy = -1072378.171 eV
Total charge = 0
Energy above the lowest of the compared OMol25 structures with the same formula, charge and spin = 64.2 kJ/mol
E_LUMO = -0.47 eV
E_HOMO = -10.20 eV

CARTESIAN COORDINATES (ANGSTROEM)
C -29.1811 -15.1703 -7.2020
Br -28.8296 -15.3632 -9.1488
Br -27.5447 -14.4275 -6.4152
Br -29.5797 -16.9392 -6.4369
H -29.9930 -14.5013 -6.9543
C -29.4534 -7.2554 -5.6560
Br -30.2996 -6.9867 -3.8661
Br -30.9284 -7.3017 -6.9618
Br -28.5952 -9.0009 -5.6325
H -28.8109 -6.3992 -5.7980
C -34.3414 -10.4203 -9.4147
Br -33.5995 -9.3141 -7.9411
Br -36.0610 -9.8144 -10.1849
Br -34.5160 -12.3293 -9.0866
H -33.6644 -10.3056 -10.2472
C -29.9878 -10.7247 -8.8576
Br -30.8327 -10.3506 -10.5489
Br -28.1641 -11.3981 -9.0294
Br -30.9970 -11.9292 -7.7596
H -29.9138 -9.7749 -8.3401
C -32.2502 -12.0397 -4.3777
Br -33.6873 -13.3183 -4.5310
Br -30.4814 -12.8045 -4.2181
Br -32.5112 -10.8264 -2.8560
H -32.1978 -11.3802 -5.2344
C -26.5301 -8.2457 -12.4886
C -27.5809 -7.7894 -11.5145
O -27.0693 -7.2221 -10.3318
C -27.8668 -6.6006 -9.4898
O -29.0664 -6.6683 -9.4743
C -27.1443 -5.6557 -8.5237
F -25.9781 -5.2245 -9.0040
F -27.9066 -4.5756 -8.3499
F -26.9097 -6.2496 -7.3504
H -25.9834 -9.1294 -12.1509
H -25.8333 -7.4731 -12.8236
H -26.9361 -8.5374 -13.4611
H -28.2654 -8.5922 -11.2754
H -28.1111 -7.0069 -12.0730

Results of the Mulliken charge analysis, in e, for atoms 1 through 4:
1. C -0.020
2. Br -0.026
3. Br -0.034
4. Br -0.039



The following is a quantum chemistry calculation of a single C9H10BrClN2O2 molecule at a distorted geometry, from OMol25.

Output
Kohn-Sham gap = 9.58 eV
Calculated total energy = -99134.692 eV
Total charge = 0
E_LUMO = -0.19 eV
E_HOMO = -9.77 eV
SMILES = CCN[C@](Cl)(Br)OC(=O)c1cccnc1

CARTESIAN COORDINATES (ANGSTROEM)
C -1.3115 -2.0446 -1.8751
C -1.8042 -0.6929 -2.4370
N -0.9399 0.4229 -2.0556
C -1.3356 1.2102 -0.9834
Cl -2.1102 0.3067 0.3870
Br -2.6762 2.5423 -1.5789
O -0.2035 1.9384 -0.5863
C 0.0815 1.9796 0.7762
O -0.3690 2.8507 1.4872
C 1.0159 0.9629 1.3049
C 0.9694 0.6324 2.6340
C 1.8474 -0.3287 3.0365
C 2.6997 -0.8894 2.1321
N 2.7969 -0.5732 0.8476
C 1.9238 0.3618 0.4890
H -0.6964 -1.8371 -1.0087
H -0.6708 -2.5167 -2.6077
H -2.1285 -2.6782 -1.5634
H -2.8408 -0.4973 -2.2154
H -1.7401 -0.7695 -3.5163
H 0.0275 0.1544 -1.9611
H 0.2788 1.1112 3.3000
H 1.8759 -0.6500 4.0593
H 3.3621 -1.6658 2.4805
H 1.9477 0.6701 -0.5456

Results of the Mulliken charge analysis, in e, for atoms 1 through 4:
1. C -0.922
2. C -0.724
3. N -0.202
4. C 0.220



The following is a quantum chemistry calculation of a molecular structure, C9H10F5NV at a distorted geometry, from OMol25.

Output
Kohn-Sham gap (alpha / beta) = 7.58 / 8.40 eV
Calculated total energy = -50255.997 eV
Total charge = 0
E_LUMO (alpha / beta) = -0.81 / -0.69 eV
Expectation value of S² = 0.772
E_HOMO (alpha / beta) = -8.39 / -9.08 eV
Multiplicity = 2

CARTESIAN COORDINATES (ANGSTROEM)
C -1.8476 -1.2335 -0.2477
C -2.1305 0.0548 0.3388
C -1.4995 0.1075 1.5979
C -0.8001 -1.1163 1.8000
C -1.0170 -1.9419 0.6952
V 0.0212 -0.0648 -0.3165
N 0.5994 -1.3097 -1.3972
C 0.2671 0.5530 -2.1442
C -0.3016 1.5211 -1.2088
H -1.6415 0.9040 2.3495
H -2.7770 0.8174 -0.0909
H -0.3364 -1.4340 2.7614
H -0.7011 -2.9837 0.5922
H -2.2841 -1.6303 -1.1563
H -1.3761 1.7794 -1.4610
H 1.2800 0.8086 -2.5708
H 1.1178 -1.8183 -2.1647
H 0.3829 2.3764 -1.0173
H -0.3705 0.2854 -3.0303
F 2.8868 0.5638 0.0316
C 1.8286 0.2587 0.9174
F 2.2484 -0.8916 1.5969
C 1.8565 1.3672 1.9766
F 3.0835 1.5538 2.5053
F 1.4724 2.5603 1.4487
F 1.0282 1.0825 3.0157

Results of the Mulliken charge analysis, in e, for atoms 1 through 4:
1. C -0.281
2. C -1.057
3. C -0.223
4. C -0.435



The following is a quantum chemistry calculation of a molecular structure, C9H10F9IrNO8S2Se2, from OMol25.

Output
Kohn-Sham gap = 6.62 eV
Calculated total energy = -207026.369 eV
Total charge = -1
Energy above the lowest of the compared OMol25 structures with the same formula, charge and spin = 0.0 kJ/mol
E_LUMO = 1.90 eV
E_HOMO = -4.72 eV

CARTESIAN COORDINATES (ANGSTROEM)
Ir -0.4580 -0.2673 -0.8049
O 1.3466 -2.5736 1.2772
C 2.5890 -2.0385 1.6494
C 2.5291 -0.5154 1.8245
C 3.7295 -0.1839 2.7350
O 3.8811 1.1947 3.0428
C 2.7333 0.2515 0.5076
Se 1.9016 -0.4771 -1.0877
C 1.2563 -0.0124 2.4980
Se -0.4872 -0.1206 1.5794
H 1.4357 -3.1597 0.5202
H 3.3695 -2.2503 0.9086
H 2.9044 -2.4929 2.5996
H 4.6414 -0.5626 2.2522
H 3.6223 -0.6926 3.6944
H 3.9759 1.6761 2.2142
H 3.7995 0.2834 0.2548
H 2.3806 1.2796 0.6103
H 1.4007 1.0446 2.7116
H 1.1034 -0.5255 3.4511
F -3.3441 1.7563 -4.3018
C -4.1938 1.6122 -3.2907
F -5.1117 0.7087 -3.6264
F -4.8032 2.7781 -3.0753
S -3.3198 1.0573 -1.7534
O -2.2703 0.1917 -2.2816
O -4.3432 0.5272 -0.9240
N -2.7255 2.3821 -1.1415
S -1.2341 2.7870 -1.4286
O -0.2596 1.8653 -0.8354
O -0.9443 3.2666 -2.7431
C -1.1215 4.2429 -0.3062
F -2.0904 5.1121 -0.5803
F -1.2006 3.8877 0.9643
F 0.0565 4.8339 -0.5205
F -2.0395 -4.9877 0.1332
C -1.4687 -4.4359 -0.9505
F -0.1839 -4.8261 -0.9602
F -2.0523 -4.9805 -2.0326
C -1.6648 -2.8955 -0.9384
O -2.7933 -2.4659 -0.9915
O -0.5468 -2.2749 -0.8536

Results of the Mulliken charge analysis, in e, for atoms 1 through 4:
1. Ir 0.947
2. O -0.370
3. C -1.402
4. C 2.535